A molecular structure, C37H37CsN2O2SSi in a non-equilibrium geometry, computed with ωB97M-V/def2-TZVPD.

Geometry as XYZ:
```
81
C37H37CsN2O2SSi | the OMol25 dataset | ωB97M-V/def2-TZVPD
Cs -0.17008 -1.66226 -1.92990
C -2.76791 4.00408 0.71969
Si -1.22549 3.16883 1.40791
C -1.08405 3.80051 3.19269
C 0.32469 3.79854 0.53597
C -1.32718 1.29742 1.50333
C -1.26456 0.63944 2.72006
C -1.33953 -0.74762 2.78357
C -1.50721 -1.42799 1.58828
N -1.60819 -0.83811 0.40174
C -1.49542 0.51242 0.31544
S -1.54623 1.29927 -1.22287
H -2.74872 5.07635 0.95462
H -3.67086 3.57427 1.16507
H -2.82693 3.86283 -0.35907
H -0.91293 4.88313 3.17716
H -0.24062 3.34308 3.72686
H -1.99537 3.61405 3.77229
H 0.23269 4.87757 0.36104
H 0.44987 3.29551 -0.42402
H 1.22075 3.63253 1.14541
H -1.14308 1.20873 3.63919
H -1.27667 -1.28510 3.72152
H -1.58443 -2.51412 1.57798
C 2.85368 2.22006 4.23109
C 3.90468 1.46859 3.44791
C 5.22025 1.45620 3.91883
C 6.20148 0.76469 3.22798
C 5.89141 0.08928 2.05766
C 4.58734 0.11521 1.55470
N 4.19687 -0.55310 0.40433
C 4.89949 -0.86368 -0.74506
C 6.18302 -0.36815 -1.02495
C 6.83043 -0.69196 -2.20684
C 6.21967 -1.50456 -3.15125
C 4.92967 -1.95530 -2.90398
C 4.25075 -1.65273 -1.73264
C 2.80022 -2.13829 -1.59967
O 2.22494 -1.98199 -0.48231
O 2.27156 -2.60934 -2.62661
C 3.58016 0.80272 2.26771
C 2.17506 0.78334 1.72330
H 3.29481 2.67812 5.11664
H 2.04506 1.56051 4.55603
H 2.39602 3.01272 3.63382
H 5.46376 1.98276 4.83521
H 7.21688 0.73649 3.60819
H 6.65172 -0.49128 1.55437
H 3.25267 -0.96099 0.36292
H 6.66507 0.30422 -0.33018
H 7.82069 -0.28988 -2.38805
H 6.72569 -1.76070 -4.07431
H 4.38997 -2.54967 -3.63075
H 2.14950 1.09779 0.67616
H 1.50330 1.42999 2.28191
H 1.74222 -0.22207 1.75003
C -7.47561 1.47571 -3.46716
C -7.62465 0.14647 -3.86001
C -6.69886 -0.81163 -3.47645
C -5.58921 -0.47726 -2.68253
C -5.45237 0.86444 -2.30018
C -6.38049 1.82381 -2.68669
C -4.59488 -1.47902 -2.26543
C -4.63128 -2.77731 -2.65463
C -3.49846 -3.55309 -2.14633
C -2.44010 -3.94218 -2.99275
C -1.37414 -4.71171 -2.54353
C -1.31862 -5.13800 -1.21948
C -2.35520 -4.77750 -0.36428
C -3.42116 -4.00827 -0.81698
H -8.19902 2.22532 -3.76936
H -8.47290 -0.13997 -4.47446
H -6.79500 -1.84819 -3.77711
H -4.58279 1.14715 -1.71234
H -6.24057 2.85566 -2.37933
H -3.80800 -1.06062 -1.62008
H -2.47846 -3.62738 -4.02967
H -0.57185 -4.96326 -3.22829
H -0.48294 -5.72792 -0.86370
H -2.32951 -5.08498 0.67591
H -4.21454 -3.73263 -0.13133
```

- Relative energy (zero: lowest compared OMol25 entry of this formula, charge and spin): 0.0 kJ/mol
- DFT total energy: -2400.065437 a.u.
- Orbital gap: 5.14 eV
- Net charge: -2

Löwdin atomic charge list, values in e, 6 entries: atom 1 (Cs): 1.22, atom 2 (C): -0.20, atom 3 (Si): 0.48, atom 4 (C): -0.20, atom 5 (C): -0.19, atom 6 (C): -0.29

A molecular structure, C37H37F3N7O2RbS, computed with ωB97M-V/def2-TZVPD.

Geometry as XYZ:
```
88
C37H37F3N7O2RbS | the OMol25 dataset | ωB97M-V/def2-TZVPD
Rb -0.17429 0.06508 0.40987
O 3.29980 -1.13077 -3.01065
C 4.48809 -0.96263 -2.40561
C 5.63720 -1.36922 -3.09079
C 6.88388 -1.21085 -2.51962
C 7.00874 -0.64184 -1.25525
C 5.86818 -0.24290 -0.58089
C 4.59614 -0.39069 -1.12684
C 3.35857 0.01134 -0.36367
O 2.24178 -0.23075 -0.92524
N 3.59130 0.59207 0.79342
N 2.41867 0.82143 1.49685
C 2.52049 1.75153 2.36273
C 1.37934 2.20872 3.17923
C 1.56252 3.32817 3.99532
C 0.48562 3.82257 4.70788
C -0.73859 3.18636 4.59898
C -0.82674 2.07073 3.77769
N 0.19388 1.58869 3.08239
H 2.65072 -0.74392 -2.32984
H 5.50434 -1.81078 -4.07028
H 7.76526 -1.53559 -3.06179
H 7.98237 -0.51751 -0.79760
H 5.93149 0.19665 0.40560
H 3.45696 2.30152 2.48269
H 2.53055 3.80948 4.03441
H 0.59483 4.71056 5.31907
H -1.62582 3.55101 5.09738
H -1.76908 1.54944 3.64960
S 1.35550 -5.14828 -0.39501
C 0.22670 -4.65778 -1.54916
N -0.82799 -5.44443 -1.84782
C -1.83566 -5.13178 -2.84259
C -1.99775 -3.62464 -2.94213
C -0.63904 -2.98840 -3.17555
N 0.32669 -3.49946 -2.20890
H -0.87309 -6.29134 -1.31038
H -2.76769 -5.60803 -2.53228
H -1.55756 -5.55826 -3.81704
H -2.44489 -3.23050 -2.02436
H -2.66287 -3.37350 -3.77027
H -0.69767 -1.90860 -3.04612
H -0.28075 -3.19698 -4.19163
H 1.11931 -2.92396 -1.96819
F -1.99314 -0.86934 -1.25148
C -2.93923 -1.61030 -0.39448
F -2.16694 -1.57600 0.80981
F -3.85910 -0.60359 -0.13337
C -1.38562 -0.69081 6.10063
C -1.20582 -1.55619 4.89960
C -1.81134 -2.73283 4.51493
C -1.25588 -3.04332 3.25075
N -0.36156 -2.13350 2.90572
N -0.33209 -1.25407 3.92004
C -1.57334 -4.16218 2.31864
H -2.05054 -1.18132 6.81202
H -1.82940 0.27360 5.84349
H -0.43928 -0.49476 6.60777
H -2.56357 -3.27377 5.06491
H 0.17859 -0.39219 3.78071
H -1.75064 -5.09571 2.85781
H -0.74407 -4.31076 1.62765
H -2.45695 -3.92558 1.72335
C -2.14373 1.71268 -5.99060
C -0.91755 1.13365 -5.70121
C -0.32229 1.33577 -4.46405
C -0.93933 2.11760 -3.48920
C -2.18022 2.68781 -3.78844
C -2.77097 2.49046 -5.02244
C -0.30213 2.29951 -2.16553
C -0.80081 2.99634 -1.17445
C -1.38239 3.61575 -0.13874
C -1.07261 4.97811 0.25693
C -1.72103 5.60000 1.29098
C -2.75312 4.99548 2.02577
C -3.09397 3.69497 1.63675
C -2.45931 3.01572 0.62946
H -2.61224 1.55464 -6.95535
H -0.41816 0.51206 -6.43627
H 0.63258 0.87345 -4.23742
H -2.66363 3.27291 -3.01487
H -3.73834 2.93683 -5.22730
H 0.65147 1.75995 -2.07888
H -0.29790 5.51034 -0.28422
H -1.41668 6.61752 1.53029
H -3.26595 5.51810 2.82252
H -3.91036 3.17865 2.13921
H -2.82083 2.03240 0.34498
```

- Relative energy (zero: lowest compared OMol25 entry of this formula, charge and spin): 136.8 kJ/mol
- DFT total energy: -2687.790753 a.u.
- Orbital gap: 4.08 eV
- Net charge: -2

Löwdin atomic charge list, values in e, 6 entries: atom 1 (Rb): 0.87, atom 2 (O): 0.03, atom 3 (C): -0.28, atom 4 (C): -0.03, atom 5 (C): -0.12, atom 6 (C): -0.12

6 unconnected molecules or ions with the total composition C37H37F5INO4, computed with ωB97M-V/def2-TZVPD.

Geometry as XYZ:
```
85
C37H37F5INO4 | the OMol25 dataset | ωB97M-V/def2-TZVPD
O -0.82168 3.92079 1.39230
C -0.66158 4.37710 0.29292
O -1.47351 4.02282 -0.74368
C 0.48649 5.30878 -0.04052
C 0.30323 6.33972 -1.16036
N -0.17968 7.64793 -0.70947
C -1.28987 7.79769 0.09512
O -1.34307 8.54248 1.03777
O -2.34645 7.05384 -0.34118
C -3.53699 7.84750 -0.52983
C -4.80612 7.01600 -0.33118
C -5.43599 6.45390 -1.61143
I -4.76410 4.49208 -2.11957
H -0.94264 3.64217 -1.46618
H 0.81376 5.78793 0.88699
H 1.29783 4.62527 -0.33730
H 1.28544 6.53177 -1.60254
H -0.33174 5.94881 -1.95842
H 0.56161 8.23544 -0.34725
H -3.50679 8.25835 -1.54898
H -3.50949 8.66950 0.19010
H -5.55266 7.67787 0.12374
H -4.59378 6.21512 0.38451
H -6.51727 6.36190 -1.50756
H -5.21656 7.08384 -2.47426
F 0.51381 3.53380 -2.77839
C 0.95002 2.37692 -3.36599
C 0.87284 1.20630 -2.64389
C 1.32385 0.03981 -3.24505
C 1.83684 0.06972 -4.53441
C 1.89946 1.26865 -5.23091
C 1.45071 2.44450 -4.64650
H 0.47496 1.20614 -1.63751
H 1.27507 -0.89172 -2.69822
H 2.18997 -0.84224 -4.99583
H 2.30211 1.29361 -6.23435
H 1.48703 3.39153 -5.16709
F 0.83356 -0.92194 0.30230
C 0.18910 -0.58144 1.44986
C -0.05070 0.75183 1.70177
C -0.71734 1.09833 2.86663
C -1.12384 0.11038 3.75479
C -0.85688 -1.22543 3.48229
C -0.19479 -1.58241 2.31617
H 0.27576 1.50712 0.99991
H -0.92858 2.13959 3.05964
H -1.64732 0.38305 4.66115
H -1.16323 -1.99723 4.17576
H 0.01786 -2.61549 2.07575
F 0.93185 -4.59746 4.16059
C 1.10374 -5.63024 3.30942
C 0.84167 -6.91015 3.75487
C 1.01554 -7.96525 2.87034
C 1.44418 -7.73028 1.57092
C 1.70750 -6.43298 1.15295
C 1.53328 -5.36731 2.02425
H 0.50776 -7.06799 4.77125
H 0.80417 -8.97503 3.19597
H 1.56458 -8.55706 0.88375
H 2.04026 -6.24541 0.14077
H 1.72680 -4.34834 1.71603
F 5.35028 0.70492 -1.80656
C 5.22085 0.41156 -0.49433
C 3.97083 0.09037 -0.00587
C 3.84581 -0.20934 1.34305
C 4.95698 -0.18039 2.17509
C 6.20194 0.14590 1.65488
C 6.34398 0.44531 0.30712
H 3.11736 0.07708 -0.66952
H 2.87533 -0.46362 1.74515
H 4.85149 -0.41201 3.22636
H 7.07014 0.17039 2.30007
H 7.30363 0.69996 -0.12161
F -1.12368 -9.74672 -0.39140
C -2.04617 -8.77082 -0.54840
C -1.87796 -7.58637 0.13862
C -2.82737 -6.58829 -0.02951
C -3.91620 -6.78642 -0.86765
C -4.05757 -7.99044 -1.54411
C -3.11624 -8.99832 -1.38932
H -1.01940 -7.45894 0.78415
H -2.71210 -5.65066 0.49841
H -4.65300 -6.00459 -0.99302
H -4.90578 -8.14962 -2.19655
H -3.20309 -9.94337 -1.90779
```

- DFT total energy: -2584.860185 a.u.
- SMILES: O=C(O)CCNC(=O)OCCCI.Fc1ccccc1.Fc1ccccc1.Fc1ccccc1.Fc1ccccc1.Fc1ccccc1
- Orbital gap: 9.63 eV
- Net charge: 0

Löwdin atomic charge list, values in e, 6 entries: atom 1 (O): 0.11, atom 2 (C): -0.51, atom 3 (O): 0.02, atom 4 (C): -0.08, atom 5 (C): -0.17, atom 6 (N): 0.08